[1]
Computed, not measured: C30H19BCo2F6O8S as an isolated structure, with ωB97M-V/def2-TZVPD.

The geometry in XYZ format:
```
67
Properties=species:S:1:pos:R:3:forces:R:3
C -5.687531 2.520255 -3.290637 -0.1990 0.3093 -0.5303
C -4.449276 2.474894 -2.459882 1.3882 -0.7555 0.0618
C -3.232255 2.070669 -2.997597 0.0121 0.5566 0.3095
C -2.157350 2.133905 -2.060502 -0.1570 0.2649 0.4535
C -2.535826 2.446870 -0.738538 -2.3893 -1.2723 -1.9164
B -1.049676 -1.915579 -1.355179 -1.3328 1.7804 0.2132
C 0.403043 -1.385547 -1.581241 0.1427 -0.2510 -0.5395
C 0.916011 -0.090004 -1.963184 -0.2702 -1.1427 0.6019
C 2.134347 -0.030415 -2.656430 0.7007 0.1731 -0.4220
C 2.645887 1.320810 -3.119571 0.5238 0.9581 0.1119
F 3.610030 1.226584 -4.082318 -0.9131 0.0031 0.8846
F 1.651724 2.121709 -3.630893 0.7729 -0.8539 0.5079
F 3.198557 2.022503 -2.070966 -0.5408 -0.6289 -1.0044
C 2.887992 -1.162848 -2.931044 -0.3435 0.2474 -0.5056
C 2.387972 -2.402535 -2.537662 0.2085 -0.7609 0.4718
C 3.019145 -3.706242 -2.935937 0.8180 -0.8039 -0.0163
F 2.757660 -4.700048 -2.024934 0.2794 0.8419 -0.8159
F 2.567447 -4.175081 -4.142527 0.4128 0.5500 0.9907
F 4.369879 -3.582583 -3.020229 -0.7767 -0.2510 -0.1393
C 1.259470 -2.518398 -1.773882 -0.8596 0.9302 -0.9322
O -1.739671 -1.738902 -0.151306 -0.3767 -0.9253 -1.5940
C -3.005083 -2.422170 -0.328744 -0.4484 0.1175 0.2808
C -3.028766 -2.908053 -1.796213 -0.1596 -0.4106 -0.2100
O -1.785499 -2.451391 -2.384721 -0.0167 -0.2254 0.9420
S -4.267208 2.783585 -0.778406 0.0714 -0.3114 -0.0161
H -5.592572 1.715582 -4.040826 -0.3158 0.1281 0.4767
H -6.637885 2.454137 -2.746753 0.3753 -0.1283 -0.0816
H -5.710515 3.432480 -3.902865 -0.0583 -0.0011 0.3199
H -3.154237 1.738042 -4.048223 0.1769 0.3874 0.7276
H -1.112853 2.004883 -2.347346 -0.4286 -0.3431 0.0773
H 0.317638 0.818704 -1.838031 0.2636 -0.6340 -0.1970
H 3.823794 -1.127478 -3.481770 -0.2240 0.2092 0.0607
H 0.886068 -3.503196 -1.514768 0.1126 0.0664 0.0851
H -3.078183 -3.272484 0.375876 0.1726 0.5009 -0.2510
H -3.827401 -1.718593 -0.122152 0.4044 -0.1892 0.0222
H -3.047539 -4.011241 -1.855859 -0.0202 0.4924 -0.0281
H -3.889082 -2.513421 -2.364419 0.5102 -0.0639 0.1787
O 0.059019 -3.427972 1.314668 0.8539 2.0612 -0.7319
C 0.361625 -2.361267 0.962854 -1.5384 -3.0660 2.0535
Co 1.068186 -0.878407 0.317715 -0.3491 0.7982 -0.9262
C 2.733772 -1.421451 0.315076 3.0547 1.1506 0.8440
O 3.809521 -1.840915 0.372952 -2.0542 0.2573 -0.2109
C -1.943489 1.785401 0.450373 0.2607 0.8412 0.4514
O -2.507808 1.143916 1.319763 -0.1719 0.6477 -0.8889
C 1.022423 0.504411 1.732851 1.0089 -2.0443 0.1666
C 1.823891 0.054052 2.894051 0.1348 0.6750 0.5735
C 1.615976 -1.185033 3.533642 0.1638 0.1162 -0.2421
C 2.489570 -1.630095 4.519886 -0.2133 0.4111 0.1023
C 3.516929 -0.790861 4.947283 0.4532 -0.0379 -0.0322
C 3.704858 0.468767 4.372969 -0.1908 -0.2359 0.3660
C 2.833270 0.905421 3.383706 0.1205 -0.2064 -0.2786
C 0.294767 1.602904 1.656355 -0.4041 1.2091 1.2492
C -0.515548 2.163466 0.507336 2.3242 0.1916 0.5513
Co -0.355882 2.518408 3.408793 -0.3887 -1.7351 -2.4080
C -2.064890 2.426209 3.912730 -2.7129 1.2125 2.6640
O -3.115030 2.460652 4.400668 2.4721 -0.5008 -1.7788
C -0.060391 4.197712 3.752671 -0.3403 3.3153 -1.2472
O 0.168908 5.292662 4.014443 -0.0007 -1.3288 0.2575
C 0.268605 1.860087 4.897758 1.3156 -3.2804 3.1397
O 0.652318 1.439576 5.902361 -0.6547 1.2693 -1.6688
H 0.755712 -1.800312 3.272200 0.3186 0.1686 -0.0549
H 2.350073 -2.615084 4.972225 0.0027 0.3788 -0.0803
H 4.194465 -1.130019 5.727911 -0.0818 0.0500 -0.1434
H 4.518550 1.112736 4.718512 -0.3187 -0.2145 -0.0945
H 2.955916 1.905236 2.958293 -0.0696 -0.4046 -0.0441
H -0.491249 3.257076 0.601495 -0.2952 -0.0587 0.0491
H 0.007658 2.033324 -0.441842 -0.2150 -0.2045 -0.2152
```
Positions in Å, forces in eV/Å.

The value obtained for the frontier orbital gap is 5.712 eV. As for the HOMO energy: -7.5 eV. Its spin multiplicity is 1. The total energy is -5544.16808 a.u. The relative energy (zero: lowest compared OMol25 entry of this formula, charge and spin) is 138.0 kJ/mol. The total charge is 0.


[2]
Computed, not measured: one molecule with the formula C25H26FN5O5S, with ωB97M-V/def2-TZVPD.

The geometry in XYZ format:
```
63
Properties=species:S:1:pos:R:3:forces:R:3
C -4.409443 -1.085790 3.319721 0.0881 0.0053 0.2326
H -3.494981 -1.670861 3.463868 -0.0106 0.0285 -0.0153
O -4.872722 -1.174705 1.993736 -0.1210 -0.0063 -0.3311
C -4.051543 -0.769297 0.991089 0.0870 0.0360 -0.1345
C -4.533141 -0.946516 -0.307762 -0.0430 -0.0115 0.1913
C -3.762505 -0.586812 -1.393046 -0.0311 -0.0120 0.0548
C -2.497602 -0.051549 -1.213750 0.2415 -0.0648 0.1407
C -2.022444 0.137469 0.075937 -0.4698 -0.1085 -0.2996
C -2.794254 -0.210780 1.179564 -0.2561 0.0560 0.1306
H -2.391218 -0.045983 2.165665 0.0239 0.0017 0.0897
N -0.717460 0.642667 0.290959 0.3027 -0.2225 0.2050
C -0.297772 1.867815 -0.132699 0.0611 0.1666 0.1754
O 0.903705 2.137095 -0.168241 0.0380 -0.0801 -0.0735
C -1.290922 2.875629 -0.446384 -0.5821 0.5785 -0.1999
C -0.962035 4.162008 -0.889104 -0.2864 -0.6338 0.1725
N 0.263931 4.614398 -1.160447 0.4958 0.1962 -0.0814
H 0.354610 5.581096 -1.437661 0.0338 -0.1113 0.0295
H 1.042538 4.004369 -0.959753 -0.0680 0.1080 -0.0133
C -2.156140 4.939252 -1.027644 0.0025 -0.6531 0.2434
N -3.271784 4.316122 -0.709974 -0.0253 0.3841 -0.0559
S -3.013813 2.787366 -0.248609 0.3189 0.3486 -0.1433
C -2.157442 6.346349 -1.471068 -0.4061 0.3262 -0.0757
O -1.131896 6.951896 -1.741216 0.2250 0.0083 -0.0248
N -3.385612 6.895413 -1.544450 -0.1919 0.1347 -0.0337
H -4.187510 6.338642 -1.304165 -0.0231 0.0229 -0.0029
H -3.490461 7.851956 -1.835952 0.0697 -0.0695 0.0177
C 0.360293 -0.286339 0.635835 0.2447 0.0605 -0.2338
C -0.153676 -1.538108 1.291397 0.1797 -0.0828 0.1150
C -0.799723 -2.518109 0.544023 0.1211 -0.1080 0.1203
C -1.312441 -3.645514 1.156916 -0.0331 -0.1071 0.1661
C -1.168279 -3.783783 2.525630 0.0438 0.1356 0.0076
C -0.516249 -2.834361 3.290713 -0.1531 -0.2372 0.0583
C -0.008911 -1.710840 2.662648 -0.0432 0.0177 -0.2368
H 0.495893 -0.957598 3.249915 0.0573 0.0947 0.0476
H -0.415006 -2.977855 4.355059 0.0063 -0.0492 0.0989
F -1.677739 -4.874777 3.135115 0.0507 0.0860 -0.0652
H -1.822208 -4.408258 0.590659 -0.0619 -0.1006 -0.0445
H -0.900577 -2.392305 -0.522518 -0.0290 0.0199 -0.1084
C 1.131972 -0.638458 -0.652844 0.2361 0.2837 0.5850
O 0.563277 -0.888845 -1.695561 -0.3341 -0.0451 -0.3624
N 2.463167 -0.658162 -0.502992 0.4362 -0.1371 0.1104
H 2.893719 -0.453609 0.384903 -0.2015 0.0730 0.0231
C 3.369157 -1.040028 -1.556808 0.1769 -0.4164 0.1043
H 2.766007 -1.331770 -2.418557 0.1026 0.0403 0.0436
H 4.000730 -0.186158 -1.822867 0.0007 -0.0568 -0.0889
C 4.249620 -2.209818 -1.086284 -0.4053 0.0599 -0.5109
C 5.330290 -2.569798 -2.112202 -0.0458 0.0486 0.2553
H 5.565144 -3.632680 -2.053376 -0.0179 -0.0201 -0.0486
C 6.520409 -1.738692 -1.636321 -0.1149 0.0073 0.1914
H 6.446064 -0.716681 -2.008186 0.0443 0.0276 -0.0139
C 6.326709 -1.771450 -0.121963 0.4321 -0.0302 0.0165
H 6.798131 -2.664893 0.310721 -0.0056 0.1083 -0.0289
O 4.928283 -1.829955 0.106832 -0.1930 0.1128 0.0877
H 6.720192 -0.887190 0.384952 0.0161 -0.0899 -0.0311
H 7.478421 -2.154676 -1.937803 0.0573 0.0315 -0.0318
H 5.020870 -2.331469 -3.126731 -0.0225 -0.0444 -0.0834
H 3.599508 -3.060912 -0.846992 0.0698 0.1077 -0.0495
H 1.031013 0.251646 1.316226 -0.0813 -0.1807 -0.1110
H -1.868094 0.197254 -2.053162 0.0856 0.0173 -0.0581
H -4.142068 -0.738450 -2.391717 -0.0526 -0.0080 -0.0923
H -5.513328 -1.377184 -0.434125 -0.1329 -0.0611 -0.0194
H -4.228275 -0.046989 3.613587 0.0090 -0.0286 -0.0120
H -5.204378 -1.500437 3.937263 0.0840 0.0420 0.0015
```
Positions in Å, forces in eV/Å.

The value obtained for the frontier orbital gap is 8.113 eV. As for the HOMO energy: -8.0 eV. As for the SMILES: COc1cccc(N(C(=O)c2snc(C(N)=O)c2N)[C@H](C(=O)NC[C@H]2CCCO2)c2ccc(F)cc2)c1. Its spin multiplicity is 1. The total energy is -2116.37715 a.u. The relative energy (zero: lowest compared OMol25 entry of this formula, charge and spin) is 2.7 kJ/mol. The total charge is 0.


[3]
Computed, not measured: a 2-piece molecular cluster, C4H7NO2 overall, with ωB97M-V/def2-TZVPD.

The geometry in XYZ format:
```
14
Properties=species:S:1:pos:R:3:forces:R:3
O 2.315364 0.113762 0.043940 0.7869 0.2869 0.9067
C 1.158311 0.013211 -0.707602 -0.8796 -0.3017 -0.5099
C -0.033488 -0.228487 0.185117 1.3476 -1.5484 2.5181
C -0.525651 -1.443056 0.448167 -0.3822 0.1262 -0.5418
N -0.123884 0.774725 1.197937 -2.0602 3.7799 -3.9728
C -1.651690 1.030061 -1.058927 -1.2643 0.1949 -1.3695
O -2.556835 0.705921 -1.653600 0.3923 0.1069 0.3547
H 2.050179 0.547081 0.872439 0.2248 -0.0574 -0.1532
H 0.981366 0.926257 -1.271351 -0.0266 0.3497 -0.2810
H 1.299382 -0.798375 -1.419738 -0.1820 -0.0801 -0.0293
H -0.105602 -2.310917 -0.015625 -0.1273 -0.3532 -0.5543
H -1.345335 -1.609056 1.141622 0.2630 0.1234 0.1691
H -0.910909 0.609612 1.831162 0.2812 -0.0624 -0.2039
H -0.551213 1.669257 0.406464 1.6265 -2.5648 3.6671
```
Positions in Å, forces in eV/Å.

The value obtained for the frontier orbital gap is 9.536 eV. As for the HOMO energy: -9.2 eV. Its spin multiplicity is 1. The total energy is -361.75605 a.u. The relative energy (zero: lowest compared OMol25 entry of this formula, charge and spin) is 327.7 kJ/mol. The total charge is 0.


[4]
Computed, not measured: H4O2 as an isolated structure, with ωB97M-V/def2-TZVPD.

The geometry in XYZ format:
```
6
Properties=species:S:1:pos:R:3:forces:R:3
O 1.319116 0.086967 -0.110656 3.7926 -1.2836 -1.2718
H 0.378712 0.018627 0.170807 1.9869 -0.0126 -0.2995
H 1.545471 -0.812289 -0.439836 0.0977 1.0943 0.3645
O -0.790299 0.087760 0.360054 -6.7152 0.5924 0.4505
H -1.143146 1.006224 0.347070 0.3786 -0.8104 0.0853
H -1.309854 -0.387288 -0.327440 0.4593 0.4199 0.6710
```
Positions in Å, forces in eV/Å.

The value obtained for the frontier orbital gap is 10.164 eV. As for the HOMO energy: -9.8 eV. Its spin multiplicity is 1. The total energy is -152.82629 a.u. The relative energy (zero: lowest compared OMol25 entry of this formula, charge and spin) is 127.7 kJ/mol. The total charge is 0.


[5]
Computed, not measured: C6H10O as an isolated structure, with ωB97M-V/def2-TZVPD.

The geometry in XYZ format:
```
17
Properties=species:S:1:pos:R:3:forces:R:3
C 2.324390 -0.177718 -0.065057 0.0559 -0.0500 -0.0203
C 1.146203 0.767876 0.170812 -0.0517 0.0366 -0.0038
C -0.037826 -0.004699 0.713482 0.3252 -0.0511 -0.0468
O -1.155539 0.796712 1.171326 -0.0251 0.0878 0.0789
C -2.056415 -0.044600 0.456147 -0.3698 -0.0728 0.0439
C -1.853689 0.119725 -1.005742 -0.0162 0.0899 -0.1438
C -0.945983 -0.798781 -0.217830 0.1235 -0.2534 -0.0403
H 2.042082 -1.000173 -0.733664 0.0383 0.1316 0.0748
H 2.665510 -0.620577 0.878574 -0.0583 0.0696 -0.1449
H 3.176042 0.340144 -0.516181 -0.1356 -0.0529 0.0591
H 0.863851 1.274753 -0.759717 0.0142 -0.0561 0.1318
H 1.422490 1.546944 0.892097 -0.0578 -0.1057 -0.0793
H 0.289779 -0.640056 1.549619 -0.0379 0.0590 -0.1137
H -2.961579 -0.373836 0.957475 0.1324 0.0814 -0.1202
H -2.556445 -0.416028 -1.639916 0.1114 0.1016 0.1021
H -1.516555 1.079990 -1.390317 0.0073 -0.1474 0.0930
H -0.846321 -1.849680 -0.461108 -0.0558 0.1319 0.1296
```
Positions in Å, forces in eV/Å.

The value obtained for the frontier orbital gap is 10.459 eV. As for the HOMO energy: -9.3 eV. Its spin multiplicity is 1. The total energy is -309.78017 a.u. The relative energy (zero: lowest compared OMol25 entry of this formula, charge and spin) is 163.3 kJ/mol. The total charge is 0.


[6]
Computed, not measured: C19H16N3ReSTe as an isolated structure, with ωB97M-V/def2-TZVPD.

The geometry in XYZ format:
```
41
Properties=species:S:1:pos:R:3:forces:R:3
Re -0.367369 -0.796743 -0.018238 -0.0084 0.2054 -0.4014
C 2.623262 -1.760585 0.205863 0.0088 0.1304 0.1378
N 1.651428 -0.651398 0.078427 -0.0393 -0.1555 0.1852
C 2.098562 0.591191 0.082340 0.2603 -0.0827 -0.0438
C 1.169682 1.613382 -0.057807 -0.1272 0.1132 -0.0043
C 1.198986 2.995037 -0.217782 0.0606 0.1313 0.0095
C -0.119016 3.400497 -0.465417 0.0715 -0.0377 0.0158
C -0.908085 2.261490 -0.461362 0.1354 -0.1783 -0.0582
N -0.132544 1.167385 -0.209299 -0.2693 0.0071 0.0320
C 2.625619 -2.383510 1.576989 -0.0025 -0.0351 0.0422
C 1.525201 -3.105102 2.032406 0.0321 -0.0630 0.0196
C 1.524694 -3.663504 3.301242 0.0231 0.0224 -0.0047
C 2.634942 -3.518852 4.124423 0.0042 0.0160 -0.0290
C 3.744106 -2.820955 3.670374 -0.0420 0.0114 -0.0539
C 3.737412 -2.255206 2.400547 -0.0354 0.0633 0.0685
H 3.612137 -1.356880 -0.018271 0.0067 -0.0389 -0.0260
H 2.390078 -2.501241 -0.555953 -0.0939 -0.0109 -0.0484
H 3.163789 0.781447 0.171991 -0.0177 -0.0179 0.0152
H 2.074932 3.623211 -0.164465 -0.0274 -0.0098 -0.0050
H -0.469930 4.405093 -0.628481 0.0142 0.0023 -0.0029
H -1.970962 2.170009 -0.617603 -0.0041 -0.0348 0.0206
H 0.673303 -3.267419 1.381387 -0.0231 -0.0050 -0.0273
H 0.664601 -4.225531 3.642850 0.0074 0.0019 -0.0023
H 2.637710 -3.958716 5.112728 0.0031 0.0026 -0.0033
H 4.615825 -2.714942 4.302002 -0.0020 -0.0015 -0.0028
H 4.606722 -1.709240 2.051375 -0.0017 -0.0131 0.0039
S -1.856156 -1.182321 1.700898 0.2786 -0.1060 0.2550
C -2.854544 -0.327650 0.628478 -0.2343 0.1200 0.0637
N -3.475198 0.289679 -0.127357 0.0182 -0.0600 -0.0253
Te -1.030925 -1.915635 -2.169356 -0.0430 0.1032 -0.2004
C -0.509366 -3.683092 -1.124798 0.0126 0.0386 -0.0142
C 0.692355 -4.334193 -1.404807 0.0099 -0.1149 0.0893
C 1.020404 -5.489154 -0.710552 -0.0142 0.0593 -0.0346
C 0.153430 -5.993318 0.253404 -0.0032 0.0164 -0.0139
C -1.051809 -5.357446 0.512680 -0.0112 0.0251 -0.0143
C -1.390455 -4.198947 -0.176947 0.0410 -0.1123 0.0454
H 1.356924 -3.955635 -2.171695 0.0033 0.0118 0.0138
H 1.950114 -5.998956 -0.926228 -0.0069 -0.0035 0.0079
H 0.416131 -6.892601 0.794383 -0.0012 -0.0003 -0.0032
H -1.736414 -5.762089 1.246551 0.0082 -0.0045 -0.0007
H -2.338177 -3.713760 0.016482 0.0089 0.0039 -0.0057
```
Positions in Å, forces in eV/Å.

The value obtained for the frontier orbital gap (spin up / spin down) is 6.587 / 6.691 eV. As for the HOMO energy (spin up / spin down): -11.8 / -11.7 eV. Its spin multiplicity is 2. The total energy is -1642.10093 a.u. The relative energy (zero: lowest compared OMol25 entry of this formula, charge and spin) is 0.0 kJ/mol. The total charge is +1.


Question: Which formula does entry 4 have?
Answer: H4O2